{
  "formula": "C38H49N6O2P2PtS3",
  "method": "wB97M-V/def2-TZVPD",
  "gap_ev": 6.50,
  "total_charge": 3,
  "multiplicity": 1,
  "e_homo_ev": -14.62,
  "symbols": ["Pt", "C", "C", "N", "C", "C", "C", "S", "N", "C", "O", "C", "C", "C", "C", "C", "C", "H", "H", "H", "H", "H", "H", "H", "H", "H", "H", "H", "H", "H", "H", "H", "C", "P", "C", "C", "C", "C", "C", "C", "C", "P", "C", "C", "H", "H", "H", "H", "H", "H", "H", "H", "H", "H", "H", "H", "H", "H", "H", "H", "S", "C", "N", "C", "C", "S", "H", "H", "H", "H", "H", "C", "C", "C", "C", "C", "N", "C", "O", "N", "C", "C", "C", "C", "N", "C", "C", "C", "H", "H", "H", "H", "H", "H", "H", "H", "H", "H", "H", "H", "H"],
  "positions_angstrom": [[-0.495, -0.743, 0.417], [-1.120, 6.296, 1.505], [-0.886, 6.101, 0.017], [-0.359, 4.749, -0.308], [1.071, 4.569, -0.586], [1.898, 4.254, 0.652], [-1.171, 3.733, -0.334], [-0.642, 2.092, -0.714], [-2.493, 3.799, -0.116], [-3.059, 2.682, -0.473], [-2.240, 1.669, -0.833], [-4.492, 2.490, -0.530], [-5.059, 1.428, -1.238], [-6.433, 1.306, -1.312], [-7.245, 2.233, -0.667], [-6.686, 3.291, 0.040], [-5.312, 3.434, 0.100], [-1.465, 7.315, 1.679], [-0.206, 6.154, 2.080], [-1.886, 5.614, 1.873], [-0.154, 6.810, -0.366], [-1.810, 6.231, -0.544], [1.417, 5.484, -1.063], [1.163, 3.772, -1.334], [1.772, 5.016, 1.419], [2.953, 4.226, 0.382], [1.630, 3.283, 1.075], [-4.426, 0.731, -1.760], [-6.877, 0.506, -1.889], [-8.321, 2.139, -0.731], [-7.325, 4.015, 0.527], [-4.868, 4.264, 0.631], [-0.579, -0.855, 3.850], [-1.003, 0.208, 2.446], [-0.319, 1.825, 2.898], [-2.810, 0.382, 2.473], [-3.472, 1.248, 3.337], [-4.860, 1.295, 3.341], [-5.589, 0.473, 2.493], [-4.936, -0.393, 1.628], [-3.547, -0.439, 1.610], [-2.596, -1.550, 0.538], [-3.441, -1.835, -1.033], [-2.691, -3.161, 1.364], [-1.016, -0.422, 4.752], [0.502, -0.913, 3.979], [-0.977, -1.859, 3.719], [-0.533, 2.051, 3.943], [-0.742, 2.606, 2.268], [0.764, 1.804, 2.771], [-2.919, 1.894, 4.007], [-5.372, 1.970, 4.014], [-6.670, 0.508, 2.504], [-5.522, -1.028, 0.975], [-3.242, -1.039, -1.743], [-4.514, -1.938, -0.872], [-3.054, -2.770, -1.439], [-3.737, -3.368, 1.594], [-2.126, -3.159, 2.294], [-2.305, -3.947, 0.715], [0.057, -2.812, -0.748], [0.787, -2.314, -2.222], [2.050, -2.507, -2.493], [2.550, -2.004, -3.775], [1.325, -1.787, -4.662], [-0.081, -1.570, -3.511], [2.661, -3.023, -1.857], [3.239, -2.730, -4.201], [3.092, -1.073, -3.597], [1.108, -2.647, -5.291], [1.419, -0.901, -5.284], [4.001, -5.925, -3.479], [4.556, -5.012, -2.420], [5.732, -4.291, -2.624], [6.275, -3.496, -1.627], [5.654, -3.393, -0.384], [6.305, -2.633, 0.618], [5.833, -2.331, 1.881], [6.488, -2.381, 2.882], [4.479, -1.926, 1.933], [3.790, -1.154, 1.020], [4.393, -0.442, -0.023], [3.598, 0.300, -0.874], [2.226, 0.322, -0.698], [1.639, -0.354, 0.295], [2.401, -1.064, 1.134], [4.464, -4.087, -0.170], [3.938, -4.888, -1.177], [4.789, -6.282, -4.140], [3.259, -5.422, -4.106], [3.514, -6.791, -3.034], [6.253, -4.374, -3.570], [7.208, -2.974, -1.806], [7.315, -2.644, 0.581], [4.091, -2.018, 2.860], [5.466, -0.452, -0.142], [4.042, 0.866, -1.681], [1.590, 0.866, -1.380], [1.888, -1.618, 1.910], [3.993, -4.091, 0.803], [3.048, -5.471, -0.965]],
  "atomic_forces_ev_per_a": [[0.6, -1.6, 0.9], [0.0, 0.0, 0.0], [0.0, 0.0, 0.1], [-0.2, 0.0, 0.2], [0.1, 0.0, 0.0], [0.0, 0.0, 0.0], [0.6, 0.1, 0.0], [-0.4, 0.7, -0.2], [0.2, 0.0, -0.3], [-0.1, 0.1, 0.1], [-0.7, -0.3, 0.0], [0.0, -0.1, 0.0], [0.0, 0.0, 0.0], [0.0, 0.0, 0.0], [0.0, 0.0, 0.0], [0.0, 0.0, 0.0], [0.0, 0.0, 0.1], [0.0, 0.0, 0.0], [0.0, 0.0, 0.0], [0.0, 0.0, 0.0], [0.0, 0.0, 0.0], [0.0, 0.0, 0.0], [0.0, 0.0, 0.0], [0.0, 0.0, 0.0], [0.0, 0.0, 0.0], [0.0, 0.0, 0.0], [0.0, 0.0, 0.0], [0.1, -0.1, -0.1], [0.0, 0.0, 0.0], [0.0, 0.0, 0.0], [0.0, 0.0, 0.0], [0.0, 0.0, 0.0], [0.0, 0.0, 0.0], [-0.3, 0.5, -0.5], [0.0, -0.1, 0.0], [0.0, 0.0, 0.0], [0.0, 0.0, 0.0], [0.0, 0.0, 0.0], [0.0, 0.0, 0.0], [0.0, -0.1, 0.0], [0.0, 0.1, -0.2], [0.0, 0.0, 0.2], [0.0, 0.0, 0.1], [0.0, 0.0, 0.0], [0.0, 0.0, 0.0], [0.0, 0.0, 0.0], [0.0, 0.0, 0.0], [0.0, 0.0, 0.0], [0.0, 0.0, 0.0], [0.0, 0.0, 0.0], [0.0, 0.0, 0.0], [0.0, 0.0, 0.0], [0.0, 0.0, 0.0], [0.0, 0.0, 0.0], [0.0, 0.1, 0.0], [0.0, 0.0, 0.0], [0.0, 0.0, 0.0], [0.0, 0.0, 0.0], [0.0, 0.0, 0.0], [0.0, 0.0, 0.0], [-0.1, 0.3, -0.2], [0.2, 0.0, 0.0], [-0.1, -0.2, -0.1], [0.0, 0.0, 0.0], [0.0, 0.0, 0.0], [0.0, 0.1, 0.0], [0.0, 0.0, 0.1], [0.0, 0.0, 0.0], [0.0, 0.0, 0.0], [0.0, 0.0, 0.0], [0.0, 0.0, 0.0], [0.0, 0.0, -0.1], [0.0, 0.1, 0.0], [0.0, 0.0, 0.0], [-0.1, 0.1, 0.0], [-0.1, 0.0, -0.1], [0.0, 0.1, 0.0], [0.0, 0.0, -0.1], [0.0, 0.1, 0.0], [-0.1, 0.0, 0.0], [0.0, 0.0, 0.0], [0.0, 0.0, 0.1], [0.0, 0.0, 0.0], [0.0, 0.0, -0.1], [-0.1, 0.2, 0.2], [0.0, -0.1, 0.0], [0.2, 0.0, 0.0], [-0.1, 0.0, -0.1], [0.0, 0.0, 0.0], [0.0, 0.0, 0.0], [0.0, 0.0, 0.0], [0.0, 0.0, 0.0], [0.0, 0.0, 0.0], [0.0, -0.2, 0.1], [0.0, 0.0, 0.0], [0.0, 0.0, 0.0], [0.0, 0.0, 0.0], [0.0, 0.0, 0.0], [0.0, 0.0, 0.0], [0.0, 0.0, 0.0], [0.0, 0.0, 0.0]],
  "lowdin_charge": [0.53, -0.05, -0.15, -0.07, -0.18, -0.04, -0.49, 1.11, 0.20, -0.30, -0.33, -0.15, -0.02, -0.04, -0.02, -0.03, 0.00, 0.10, 0.07, 0.07, 0.13, 0.13, 0.14, 0.10, 0.08, 0.09, 0.05, 0.10, 0.12, 0.13, 0.12, 0.12, -0.20, 0.75, -0.22, -0.38, -0.05, -0.03, -0.03, -0.06, -0.37, 0.69, -0.21, -0.21, 0.07, 0.06, 0.04, 0.07, 0.03, 0.05, 0.11, 0.13, 0.13, 0.12, 0.03, 0.06, 0.06, 0.08, 0.04, 0.05, 0.60, -1.05, 0.00, -0.17, -0.35, 0.98, 0.12, 0.13, 0.12, 0.09, 0.09, -0.03, -0.29, -0.03, 0.00, -0.24, 0.13, -0.50, 0.15, 0.14, -0.21, 0.04, -0.03, -0.19, -0.15, -0.09, -0.03, -0.07, 0.09, 0.07, 0.09, 0.13, 0.12, 0.17, 0.16, 0.13, 0.13, 0.06, 0.11, 0.11, 0.12]
}